{
  "formula": "C2H3N3O",
  "method": "ωB97M-V with the def2-TZVPD basis set",
  "e_tot_ev": -8637.4245,
  "smiles": "On1cncn1",
  "lumo_ev": 0.8,
  "de_lowest_ev": 3.070,
  "species": ["C", "C", "N", "N", "N", "O", "H", "H", "H"],
  "coordinates": [[1.313, -0.468, 0.626], [-0.242, -0.984, -0.765], [0.917, -1.389, -0.269], [0.449, 0.554, 0.745], [-0.555, 0.279, -0.069], [-1.557, 1.279, -0.118], [2.385, -0.516, 1.085], [-0.954, -1.389, -1.394], [-1.501, 1.804, 0.758]],
  "forces_ev_per_angstrom": [[0.99, 0.87, 0.16], [0.58, 3.69, 3.40], [-1.16, -0.23, -1.03], [0.84, -0.41, 0.31], [1.52, -1.26, 0.12], [0.30, -0.42, 0.66], [-2.59, 0.29, -0.64], [-0.90, -0.94, -1.24], [0.42, -1.59, -1.72]],
  "nbo_charge": [0.1106, 0.1358, -0.4561, -0.2995, 0.0882, -0.5134, 0.2180, 0.2144, 0.5019]
}